Computed, not measured: a molecular structure, C18H30Cl2N4O2STc, with ωB97M-V/def2-TZVPD.

Output
Frontier orbital gap (spin up / spin down)   8.673 / 6.572 eV
Calculated total energy   -2472.32024 a.u.
Total charge   +2
E_HOMO (spin up / spin down)   -14.19 / -14.48 eV
E_LUMO (spin up / spin down)   -5.521 / -7.910 eV
Multiplicity   4

Element x y z (Å)
Tc -0.175 -0.156 0.357
C 1.677 -1.189 2.972
C 2.494 -1.055 1.691
N 1.942 -0.123 0.662
C 2.308 1.315 0.848
C 1.449 1.971 1.908
N 0.016 1.520 1.810
C -0.907 2.645 1.456
C -2.362 2.230 1.583
C -2.894 1.377 0.447
N -2.346 -0.020 0.391
C -2.888 -0.936 1.446
C -1.872 -1.220 2.536
N -0.589 -1.637 1.898
C 0.466 -2.099 2.867
H 1.398 -0.215 3.379
H 2.329 -1.638 3.724
H 2.579 -2.033 1.213
H 3.507 -0.722 1.925
H 2.376 -0.389 -0.226
H 2.155 1.796 -0.117
H 3.366 1.401 1.102
H 1.492 3.053 1.785
H 1.811 1.753 2.910
H -0.267 1.215 2.737
H -0.671 2.956 0.439
H -0.701 3.484 2.123
H -2.962 3.141 1.599
H -2.542 1.751 2.553
H -2.651 1.842 -0.508
H -3.981 1.306 0.516
H -2.649 -0.388 -0.507
H -3.159 -1.874 0.960
H -3.797 -0.515 1.877
H -2.238 -2.014 3.189
H -1.686 -0.345 3.160
H -0.825 -2.454 1.336
H 0.785 -3.090 2.544
H 0.000 -2.213 3.846
O 0.617 2.102 -2.905
C 0.073 1.160 -2.419
O -0.043 1.100 -1.052
C -0.549 0.056 -3.198
C -0.918 0.370 -4.500
C -1.487 -0.581 -5.332
C -1.662 -1.880 -4.880
C -1.275 -2.222 -3.594
C -0.737 -1.258 -2.740
S -0.294 -1.880 -1.148
H -0.739 1.377 -4.853
H -1.778 -0.310 -6.337
H -2.094 -2.631 -5.527
H -1.380 -3.241 -3.246
Cl 5.283 0.230 -1.117
C 4.541 -0.095 -2.680
Cl 2.855 -0.673 -2.465
H 5.094 -0.877 -3.184
H 4.504 0.821 -3.254

=====

Computed, not measured: a single C2H4OS2 molecule, with ωB97M-V/def2-TZVPD.

Output
SMILES   OCC(=S)S
Frontier orbital gap   8.358 eV
Calculated total energy   -950.16176 a.u.
Energy above the lowest of the compared OMol25 structures with the same formula, charge and spin   29.45 kcal/mol
E_HOMO   -8.64 eV
E_LUMO   -0.286 eV

Element x y z (Å)
C 0.098 1.032 -0.070
C 0.702 -0.439 -0.177
O -0.372 -1.232 -0.002
S -0.223 1.939 -1.342
S -0.123 1.453 1.555
H 1.198 -0.708 -1.037
H 1.399 -0.504 0.742
H -0.118 -2.205 -0.236
H -0.145 2.810 1.261

=====

Computed, not measured: a single C18H23N3O3 molecule, with ωB97M-V/def2-TZVPD.

Output
SMILES   Cc1ccc(-c2noc(CCCC(=O)NC[C@@H]3CCCO3)n2)cc1
Frontier orbital gap   9.556 eV
Calculated total energy   -1089.70198 a.u.
Energy above the lowest of the compared OMol25 structures with the same formula, charge and spin   62.80 kcal/mol
E_HOMO   -8.84 eV
E_LUMO   0.714 eV

Element x y z (Å)
C 7.858 0.355 -0.029
C 6.370 0.191 -0.047
C 5.544 1.312 -0.005
C 4.171 1.184 -0.026
C 3.594 -0.083 -0.091
C 4.411 -1.210 -0.134
C 5.784 -1.067 -0.112
H 6.413 -1.946 -0.146
H 3.953 -2.185 -0.184
C 2.156 -0.238 -0.111
N 1.302 0.754 -0.082
O 0.071 0.167 -0.116
C 0.277 -1.159 -0.163
N 1.535 -1.460 -0.160
C -0.883 -2.077 -0.192
H -1.494 -1.846 -1.069
H -0.512 -3.097 -0.286
C -1.736 -1.920 1.074
H -1.217 -2.377 1.919
C -3.111 -2.571 0.896
C -3.908 -1.798 -0.147
O -3.949 -2.117 -1.318
N -4.542 -0.716 0.347
H -4.401 -0.435 1.305
C -5.223 0.251 -0.478
H -5.283 -0.157 -1.488
H -6.231 0.410 -0.083
C -4.468 1.590 -0.494
C -3.112 1.523 -1.203
H -3.194 1.761 -2.261
C -2.282 2.535 -0.419
H -1.214 2.341 -0.467
C -2.838 2.348 0.990
H -2.777 3.249 1.605
H -2.307 1.536 1.508
O -4.207 2.005 0.845
H -2.482 3.547 -0.773
H -2.686 0.525 -1.100
H -5.114 2.345 -0.967
H -3.646 -2.577 1.847
H -2.989 -3.597 0.549
H -1.863 -0.856 1.293
H 3.529 2.050 0.007
H 5.990 2.295 0.046
H 8.191 0.863 -0.933
H 8.357 -0.609 0.030
H 8.164 0.961 0.823

=====

Computed, not measured: 12 unconnected molecules or ions with the total composition C48H62N10O6, with ωB97M-V/def2-TZVPD.

Output
SMILES   C[C@H]1COC(=O)O1.C[C@H]1COC(=O)O1.c1cc[nH]c1.c1cc[nH]c1.c1cc[nH]c1.c1cc[nH]c1.c1cc[nH]c1.c1cc[nH]c1.c1cc[nH]c1.c1cc[nH]c1.c1cc[nH]c1.c1cc[nH]c1
Frontier orbital gap   7.882 eV
Calculated total energy   -2864.90513 a.u.
Energy above the lowest of the compared OMol25 structures with the same formula, charge and spin   192.39 kcal/mol
E_HOMO   -7.86 eV
E_LUMO   0.023 eV

Element x y z (Å)
C 1.679 9.206 1.548
C 1.131 7.821 0.991
C 2.198 6.798 0.462
O 2.267 5.839 1.464
C 1.248 6.029 2.359
O 0.967 5.218 3.235
O 0.681 7.247 2.181
H 1.114 9.538 2.418
H 1.476 10.048 0.887
H 2.756 9.145 1.706
H 0.294 8.041 0.328
H 3.205 7.100 0.174
H 1.804 6.132 -0.304
C -0.236 -5.972 4.935
C 1.026 -6.814 4.917
C 2.242 -6.362 5.717
O 2.428 -7.386 6.671
C 1.437 -8.259 6.600
O 1.417 -9.333 7.202
O 0.695 -8.015 5.559
H -0.005 -4.908 4.877
H -0.769 -6.066 5.881
H -0.892 -6.203 4.095
H 1.587 -6.978 3.996
H 1.985 -5.444 6.246
H 3.093 -6.226 5.049
N -3.744 1.840 -9.033
C -5.075 2.155 -9.284
C -5.838 1.105 -8.746
C -4.959 0.261 -8.082
C -3.586 0.642 -8.433
H -2.967 2.461 -9.205
H -5.390 3.043 -9.811
H -6.915 1.031 -8.706
H -5.307 -0.562 -7.475
H -2.630 0.247 -8.121
N 3.813 -4.414 -4.733
C 4.796 -4.624 -5.589
C 4.300 -4.238 -6.912
C 3.094 -3.537 -6.730
C 2.837 -3.971 -5.437
H 3.785 -4.679 -3.759
H 5.740 -5.050 -5.283
H 4.840 -4.250 -7.847
H 2.331 -3.084 -7.346
H 1.929 -3.791 -4.880
N 1.935 -1.774 8.476
C 3.104 -1.229 8.003
C 2.861 -0.728 6.698
C 1.512 -0.901 6.564
C 0.944 -1.555 7.580
H 1.967 -2.123 9.423
H 4.001 -1.334 8.595
H 3.567 -0.265 6.024
H 0.986 -0.454 5.733
H -0.062 -1.838 7.855
N 7.372 1.510 0.716
C 7.113 2.514 1.559
C 5.916 2.102 2.103
C 5.563 0.841 1.614
C 6.598 0.458 0.805
H 8.183 1.340 0.138
H 7.869 3.268 1.719
H 5.358 2.601 2.882
H 4.677 0.322 1.950
H 6.735 -0.432 0.209
N -6.577 -2.626 -0.206
C -7.672 -3.271 0.149
C -8.364 -3.567 -0.974
C -7.660 -3.098 -2.089
C -6.599 -2.456 -1.522
H -5.832 -2.278 0.382
H -7.891 -3.487 1.184
H -9.320 -4.068 -0.943
H -8.089 -3.193 -3.076
H -5.810 -1.898 -2.003
N -0.403 0.125 -1.109
C -0.695 -0.307 0.182
C -1.246 -1.586 0.090
C -1.039 -1.952 -1.268
C -0.647 -0.876 -2.058
H 0.018 0.988 -1.423
H -0.446 0.218 1.092
H -1.540 -2.304 0.841
H -1.096 -2.921 -1.742
H -0.516 -0.705 -3.117
N -5.642 2.917 4.975
C -4.832 2.548 3.935
C -5.783 1.974 3.035
C -7.010 1.993 3.619
C -6.947 2.381 4.901
H -5.335 3.449 5.777
H -3.829 2.948 3.898
H -5.503 1.755 2.015
H -7.887 1.741 3.042
H -7.692 2.675 5.625
N 3.958 2.437 -3.642
C 3.706 3.756 -4.036
C 2.661 3.792 -4.943
C 2.204 2.471 -5.020
C 3.079 1.663 -4.371
H 4.640 2.096 -2.980
H 4.312 4.537 -3.602
H 2.174 4.537 -5.554
H 1.399 2.240 -5.701
H 3.150 0.585 -4.403
N -4.384 5.911 -0.148
C -3.647 5.263 -1.131
C -3.593 6.071 -2.147
C -4.399 7.220 -1.870
C -4.744 7.114 -0.551
H -4.629 5.526 0.753
H -3.065 4.384 -0.899
H -2.939 5.936 -2.996
H -4.547 8.162 -2.377
H -5.139 7.815 0.170
N 3.641 -7.054 -0.319
C 4.940 -6.596 0.090
C 4.834 -5.323 0.578
C 3.555 -4.903 0.171
C 2.886 -5.927 -0.436
H 3.366 -7.945 -0.708
H 5.741 -7.320 0.072
H 5.663 -4.853 1.087
H 3.064 -3.941 0.170
H 1.911 -5.877 -0.897